Record 1
{"formula": "C5H8N3O2", "method": "wB97M-V/def2-TZVPD", "elements": ["H", "C", "N", "H", "C", "C", "O", "C", "H", "H", "N", "O", "H", "C", "H", "N", "H", "H"], "coordinates": [[0.44150, 1.48887, -1.55501], [0.53750, 0.30689, 1.86759], [-1.27527, 1.64918, 0.66085], [1.59155, 0.21059, -1.77968], [0.62174, 0.40481, -1.55363], [-0.85964, -1.28992, -0.88957], [-1.88443, 1.95385, 1.63495], [1.35907, -0.82018, 1.47014], [-0.20391, -1.99695, -1.28487], [-1.56953, -0.76878, -1.52218], [0.22405, -0.31711, -0.31637], [-1.29841, 2.05704, -0.47981], [-0.06646, 0.01370, -2.28434], [-0.19112, 0.58968, 0.78109], [2.04168, -1.36044, 2.15749], [1.19367, -1.10245, 0.23988], [-1.20162, -1.74728, 0.01357], [0.53964, 0.72851, 2.83990]], "gap_ev": 10.14, "smiles": "C[N+]1(C)N=CC=C1[N+](=O)[O-]", "total_charge": 1}

---

Record 2
{"formula": "C5H8N3O3", "method": "wB97M-V/def2-TZVPD", "elements": ["H", "C", "C", "O", "O", "H", "C", "H", "O", "H", "C", "N", "H", "H", "H", "N", "N", "C", "H"], "coordinates": [[0.41594, 0.08576, -3.10825], [-0.27617, -0.03629, 0.09485], [1.04522, -0.04437, 0.60736], [-1.38494, -0.16409, 0.76472], [4.01715, -1.04040, -0.27248], [-2.56512, 0.46427, 2.44971], [0.61572, -0.29462, -2.12171], [-1.36682, 1.21075, -2.55252], [3.17770, -0.72348, 1.67328], [-2.47358, 0.43081, -1.14989], [-1.61716, 0.30478, -1.94144], [2.10046, 0.05794, -0.04745], [-1.05426, 1.31845, 2.48710], [-2.04725, -0.62073, -2.62421], [1.07548, -0.10769, 1.69940], [3.24500, -0.62202, 0.50897], [-0.33817, -0.08570, -1.31021], [-1.50259, 0.30810, 2.09771], [-1.06663, -0.44149, 2.74504]], "gap_ev": [6.74, 7.70], "total_charge": 1}

---

Record 3
{"formula": "C5H8N4O", "method": "wB97M-V/def2-TZVPD", "elements": ["H", "H", "C", "N", "C", "N", "H", "H", "H", "H", "H", "H", "C", "O", "N", "N", "C", "C"], "coordinates": [[1.60443, 2.48689, -0.42347], [1.54676, 1.48562, 1.11735], [-0.20881, 0.98111, -1.76634], [-0.25515, -0.37879, 0.16320], [0.62903, 0.51368, -0.62683], [2.63201, -0.95872, -1.52271], [-0.53039, 0.17909, -2.45482], [-1.05709, 1.65629, -1.43942], [0.08061, 2.21090, 0.55892], [-2.22083, -3.01459, 1.63961], [0.40239, 1.64273, -2.39311], [-1.25882, -2.40762, 0.23949], [1.02456, 1.80605, 0.18634], [-1.58419, -1.46184, 3.08991], [-0.13692, -0.49648, 1.46722], [-1.42825, -2.54463, 1.20937], [-1.04592, -1.43800, 1.97366], [1.80657, -0.26169, -1.01836]], "gap_ev": 8.77, "smiles": "CC(C)(C#N)/N=N/C(N)=O"}

---

Largest force on an atom, record by record: 3.6 4.6 6.1 eV Å⁻¹